The following is a quantum chemistry calculation of one molecule with the formula C14H12N4O, from the Open Molecules 2025 dataset.

Computed properties:
E_tot (eV): -22720.622
Total charge: 0
E_LUMO (eV): 0.140
Maximum force (eV/A): 3.363
ΔE to the lowest compared entry with this formula, charge and spin (kcal per mole): 2.0
SMILES: N#C[C@@H](C1=NCCC1)c1nc2ccccc2c(=O)[nH]1
E_HOMO (eV): -8.9257

XYZ file:
```
31
Properties=species:S:1:pos:R:3:forces:R:3:mulliken_charge:R:1
N 3.5012 1.8973 -0.7566 -0.9 -1.0 0.4 -0.5166
C 2.7668 1.0765 -0.3990 1.3 1.4 -0.8 0.0407
C 1.8629 0.0311 0.0522 0.2 0.2 0.3 0.8684
C 1.6790 0.1912 1.5302 -0.4 1.7 2.6 0.1128
N 1.3272 1.2918 2.1357 0.3 -1.1 -2.4 -0.6571
C 1.3027 1.0971 3.5688 0.3 0.6 0.5 -0.6813
C 2.0098 -0.2195 3.7873 -0.2 -0.5 1.3 -0.5191
C 1.9139 -0.9483 2.4650 -0.1 -0.3 -0.1 -0.4175
C 0.5302 0.1531 -0.6006 -1.9 -0.8 -2.6 -0.1144
N 0.2503 -0.7257 -1.5332 0.2 0.7 1.3 -0.5636
C -1.0120 -0.6689 -2.1347 -0.1 0.0 -1.1 0.1307
C -1.3281 -1.6153 -3.1461 -0.3 -0.2 0.3 -0.1375
C -2.5861 -1.6286 -3.7591 0.7 0.3 0.7 -0.4608
C -3.5263 -0.6646 -3.4060 0.2 1.0 0.9 -0.4778
C -3.2053 0.3240 -2.4631 -0.5 0.4 -0.1 -0.5718
C -1.9500 0.3347 -1.8311 0.2 -1.5 -1.2 0.3552
C -1.6005 1.2535 -0.7894 -1.4 0.5 0.9 0.4195
O -2.4158 1.9809 -0.2668 -0.3 0.8 0.2 -0.6824
N -0.3382 1.1910 -0.2750 1.8 -1.1 0.4 -0.0244
H 2.3207 -0.9492 -0.2128 -0.6 0.6 0.2 0.2575
H 1.8335 1.9196 4.1031 -0.4 -0.4 -0.6 0.2896
H 0.2866 1.1055 3.9662 -0.2 0.0 -0.3 0.3531
H 1.5491 -0.7371 4.6333 0.2 -0.2 -0.2 0.3108
H 3.0314 0.0118 4.0595 0.4 -0.3 -0.1 0.2841
H 2.8323 -1.4450 2.1794 0.1 -0.5 0.1 0.3131
H 1.0619 -1.6513 2.4030 0.4 0.1 0.0 0.2516
H -0.6033 -2.3955 -3.3769 -0.1 0.3 0.0 0.4040
H -2.8627 -2.3739 -4.4954 0.3 0.0 0.1 0.3848
H -4.5116 -0.6755 -3.8442 -0.1 0.1 -0.1 0.3979
H -3.9208 1.1386 -2.1955 0.6 -0.9 -0.2 0.3791
H -0.1987 1.7008 0.6019 0.2 0.0 -0.4 0.2714
```
Positions in Å, forces in eV/Å.